Entry from the OMol25 dataset: 2 unconnected molecules or ions with the total composition CH6S2 (ωB97M-V/def2-TZVPD).

Structure (XYZ):
```
9
CH6S2 ωB97M-V/def2-TZVPD
S 0.706 0.498 0.339
S -2.734 0.316 0.694
C 1.612 -0.344 -0.982
H -2.631 0.087 2.000
H 1.791 0.912 1.016
H 2.082 0.367 -1.679
H 0.878 -0.940 -1.530
H -4.074 0.123 0.722
H 2.370 -1.018 -0.581
```

Properties
Charge: -1
E in eV: -22803.3937
HOMO (alpha / beta) in eV: 1.05 / -5.76
Multiplicity: 2
⟨S²⟩: 0.751
LUMO level (alpha / beta) in eV: 2.860 / 3.449



Entry from the OMol25 dataset: 8 unconnected molecules or ions with the total composition C42H71ClO22P2S (ωB97M-V/def2-TZVPD).

Structure (XYZ):
```
139
C42H71ClO22P2S ωB97M-V/def2-TZVPD
Cl 4.203 2.809 4.922
S 0.711 0.946 5.503
P -1.078 7.613 0.202
P 1.228 2.610 6.309
O -0.023 3.143 7.170
O 0.387 -2.542 -1.219
O 5.486 -7.771 -3.429
O -0.424 4.826 5.022
O 4.991 -6.493 -1.705
O 1.125 4.172 -1.342
O 0.262 -7.120 -2.104
O -0.819 -7.152 1.613
O -6.337 8.606 1.902
O -4.314 8.669 2.752
O -1.233 -5.745 3.252
O 0.430 -0.843 0.165
O -1.427 6.236 2.932
O -2.559 7.100 0.519
O 2.442 2.427 7.355
O 0.694 3.087 0.512
O 4.407 4.990 3.037
O -0.770 7.264 -1.191
O 1.869 -8.169 -8.180
O -0.981 9.206 0.381
O 0.598 -5.977 -3.944
O 2.269 -10.292 -8.581
C 0.007 -6.620 -8.452
C 1.133 3.121 -0.760
C 3.250 4.788 3.324
C 2.138 5.480 2.595
C 1.674 3.791 4.980
C 5.397 -6.663 -2.977
C -2.502 9.974 4.881
C 1.039 -9.180 -10.273
C 1.497 -6.855 -8.599
C 0.154 6.758 1.251
C 1.791 -9.262 -8.964
C -0.845 -6.014 1.997
C 3.768 -4.418 -1.331
C 0.855 5.472 3.141
C 2.893 3.841 4.442
C -5.290 6.514 2.688
C 0.133 -8.353 -1.375
C -0.512 -4.883 1.054
C 1.427 6.721 0.728
C -7.440 7.898 1.331
C 1.299 -8.240 -4.032
C -2.303 -3.565 3.488
C 0.489 1.881 1.273
C -8.436 7.465 2.387
C 1.779 1.399 1.898
C -0.174 -1.458 -0.679
C -1.109 9.389 5.154
C -1.661 7.193 3.991
C 0.675 -7.038 -3.374
C -0.646 8.327 4.120
C 1.453 -8.792 -0.780
C -5.261 8.002 2.435
C 5.009 -5.235 -1.025
C 0.621 4.734 4.414
C -0.161 6.156 2.464
C -1.126 -4.447 3.848
C 1.695 1.869 -1.385
C 2.451 6.095 1.409
C 5.653 -5.449 -3.839
C -1.514 -0.982 -1.184
C -0.300 -2.965 -3.525
C -0.307 -3.451 -2.093
H -7.088 7.064 0.722
H -3.237 -4.045 3.781
H 0.336 7.989 4.465
H 2.383 -8.161 -3.949
H 5.931 -4.692 -1.240
H 1.599 0.520 2.515
H -9.293 6.973 1.926
H -2.132 -1.765 -1.616
H -0.169 -3.986 3.598
H -4.289 6.121 2.514
H 2.521 1.141 1.141
H 1.021 -8.243 -5.084
H -1.352 -0.200 -1.927
H -2.728 10.657 5.712
H 0.976 -9.193 -3.622
H 1.853 -6.658 -9.612
H 3.697 -4.175 -2.392
H 0.009 1.111 0.672
H 1.432 1.868 -2.441
H 3.773 -3.486 -0.764
H 1.542 -9.820 -10.994
H 1.642 7.168 -0.236
H -5.965 5.963 2.038
H -0.301 -6.794 -7.421
H -0.322 -9.123 -2.001
H -2.068 -0.566 -0.345
H 1.321 -9.697 -0.187
H 0.246 3.887 7.731
H -0.571 -7.298 -9.080
H 1.311 0.947 -0.956
H -0.216 2.151 2.061
H 1.857 -8.007 -0.140
H 1.001 -8.183 -10.705
H 2.200 -8.991 -1.551
H -2.628 7.640 3.767
H -0.174 -3.972 1.544
H 2.872 -4.983 -1.073
H -0.816 -2.009 -3.630
H 0.025 -9.545 -10.118
H -5.567 6.340 3.728
H 0.724 -2.817 -3.867
H 5.935 -4.557 -3.284
H -7.916 8.603 0.651
H -3.255 9.192 4.936
H -1.765 6.716 4.971
H 2.780 1.885 -1.288
H -0.785 -3.694 -4.172
H -0.234 9.395 0.966
H 0.236 -4.391 -2.028
H -2.359 -3.387 2.413
H -1.117 -4.621 4.922
H -0.389 10.214 5.179
H 4.759 -5.241 -4.427
H 5.031 -5.478 0.036
H -1.314 -3.643 -1.718
H -7.989 6.775 3.104
H 6.477 -5.677 -4.511
H 3.456 6.080 1.010
H 2.036 -6.176 -7.940
H -2.711 6.375 -0.102
H -1.051 8.892 6.131
H -0.580 8.847 3.156
H 2.840 3.292 7.545
H 2.215 2.183 2.521
H -2.227 -2.602 3.992
H -2.566 10.570 3.972
H -0.247 -5.596 -8.728
H -8.787 8.330 2.951
H -1.389 -4.664 0.448
H 0.299 -5.207 0.405
H -0.572 -8.141 -0.574
```

Properties
E in eV: -131689.8732
HOMO in eV: -9.04
Multiplicity: 1
LUMO level in eV: -1.658



Entry from the OMol25 dataset: a molecular structure, C41H38N8O10Y (ωB97M-V/def2-TZVPD).

Structure (XYZ):
```
98
C41H38N8O10Y ωB97M-V/def2-TZVPD
Y 0.722 0.648 0.368
O 0.417 -3.535 1.848
O 1.690 -0.964 -0.832
O -3.658 0.916 1.073
O 0.186 -0.680 2.079
O -5.173 -1.370 5.221
O 0.168 -4.258 3.967
O -1.514 0.576 0.520
O -4.030 -3.204 5.829
O 0.841 2.902 -3.022
O 2.935 -0.382 -5.453
N 1.960 2.674 0.547
N 1.623 3.882 0.039
N -0.479 2.895 -0.146
N 1.349 0.941 -1.937
N -4.204 -2.167 5.172
N 2.815 0.302 1.718
N -0.027 -3.476 3.032
N 2.047 1.222 -4.178
C 4.782 -0.854 -2.278
C 5.176 1.116 1.620
C -0.092 -1.853 -3.784
C -0.943 -2.308 3.343
C 3.101 -2.125 2.068
C 3.625 -1.747 -2.729
C -3.909 0.384 -2.395
C 4.112 3.712 0.950
C 3.712 1.316 1.544
C -5.374 -1.072 -0.576
C -0.063 5.172 -0.891
C 3.185 -3.180 3.010
C 2.487 -0.113 -4.319
C -3.664 -2.901 -0.671
C 5.470 3.534 1.159
C -2.928 1.160 -3.295
C 1.353 -2.245 -3.548
C 3.484 -0.547 3.869
C 5.976 2.237 1.499
C 3.708 -1.579 4.766
C 1.815 -0.311 -1.903
C -5.859 0.154 -0.923
C 1.391 1.818 -3.006
C -0.936 -1.092 2.525
C -2.218 -0.506 2.453
C 0.356 3.956 -0.285
C -2.316 4.349 -0.895
C -2.526 0.403 1.297
C -1.795 3.120 -0.437
C -3.527 -0.918 -2.115
C 3.456 -2.911 4.323
C -1.895 -2.614 4.281
C -1.404 5.435 -1.053
C 2.304 -1.107 -3.134
C -7.057 0.809 -0.272
C 3.259 2.575 0.991
C -3.113 -1.882 4.271
C 3.129 -0.795 2.507
C -4.177 -1.577 -1.098
C -5.086 0.903 -1.837
C -3.257 -0.812 3.405
H 2.964 -2.290 1.011
H -4.268 -3.422 0.143
H 2.948 -4.212 2.771
H -1.900 -3.494 4.945
H -2.486 0.499 -4.044
H -2.651 -2.751 -0.299
H -7.810 0.027 -0.097
H -0.583 -1.400 -2.866
H 6.232 4.300 1.099
H -3.472 2.015 -3.817
H -2.122 1.642 -2.779
H -1.738 6.471 -1.184
H 3.649 4.662 0.761
H 3.539 -2.403 -1.881
H 5.531 0.057 1.677
H -7.363 1.637 -0.961
H -0.694 -2.672 -4.091
H 3.420 -3.684 5.110
H -2.779 -1.449 -2.664
H -4.167 -0.203 3.388
H 2.020 1.886 -4.997
H 0.701 5.943 -0.955
H 3.964 -2.330 -3.582
H -5.858 -1.699 0.176
H -6.698 1.244 0.660
H 5.550 -1.542 -1.911
H -2.444 2.178 -0.402
H -3.360 4.571 -1.063
H 3.572 0.527 4.110
H 4.081 -1.383 5.742
H -0.165 -1.156 -4.602
H -5.362 1.950 -2.071
H 1.363 -2.977 -2.732
H 7.034 2.136 1.684
H -3.472 -3.626 -1.481
H 1.689 -2.712 -4.450
H 5.165 -0.241 -3.124
H 4.555 -0.130 -1.502
```

Properties
Charge: -1
E in eV: -76574.3736
HOMO (alpha / beta) in eV: -5.27 / -5.08
Multiplicity: 1
LUMO level (alpha / beta) in eV: 0.739 / 0.469



Entry from the OMol25 dataset: a molecular structure, C14H35MnNP2S2 (ωB97M-V/def2-TZVPD).

Structure (XYZ):
```
55
C14H35MnNP2S2 ωB97M-V/def2-TZVPD
Mn 0.223 -0.796 0.304
S -1.787 -0.903 1.965
S 1.486 -1.882 -1.680
P 2.050 0.811 1.206
P -0.533 1.539 -0.332
N -1.473 -1.828 -0.955
C -3.063 -1.674 0.886
C 0.419 2.085 -1.805
C 0.308 -2.877 1.014
C -2.137 2.264 -0.827
C 3.086 1.986 0.250
C -0.054 2.678 1.076
C -1.225 -1.849 -2.415
C 2.250 -0.777 -2.908
C 0.908 2.018 2.069
C -2.651 0.646 2.371
C 3.201 0.361 2.547
C 0.097 -2.558 -2.667
C -2.842 -1.396 -0.592
C 1.269 -2.030 1.669
H 0.360 3.597 0.631
H -1.377 -2.799 -0.626
H 0.682 -3.587 0.265
H 0.392 -2.489 -3.718
H -4.036 -1.296 1.216
H -0.094 1.698 -2.698
H 3.835 1.440 -0.340
H 1.076 -1.729 2.705
H 1.531 2.759 2.585
H 2.674 -0.166 3.350
H 1.444 1.700 -1.824
H 3.609 2.634 0.968
H -0.986 2.970 1.585
H -1.209 -0.815 -2.790
H 1.492 -0.210 -3.462
H 3.969 -0.307 2.139
H -2.044 -2.383 -2.925
H -1.939 3.265 -1.242
H -3.483 0.395 3.041
H 0.028 -3.618 -2.383
H 2.923 -0.096 -2.375
H 3.688 1.257 2.955
H -2.829 2.380 0.014
H -2.612 1.658 -1.608
H 0.430 3.183 -1.850
H -3.034 1.138 1.470
H 2.320 -2.115 1.369
H -0.554 -3.229 1.596
H 2.839 -1.401 -3.592
H -3.013 -2.754 1.090
H -1.954 1.306 2.897
H -2.946 -0.325 -0.824
H 0.355 1.448 2.829
H 2.514 2.625 -0.430
H -3.581 -1.950 -1.193
```

Properties
Charge: +2
E in eV: -88130.2642
HOMO (alpha / beta) in eV: -13.86 / -15.40
Multiplicity: 6
⟨S²⟩: 8.760
LUMO level (alpha / beta) in eV: -6.107 / -7.838



Entry from the OMol25 dataset: a gas-phase ion, C6H6N (charge +1) (ωB97M-V/def2-TZVPD).

Structure (XYZ):
```
13
C6H6N ωB97M-V/def2-TZVPD
N 0.231 -0.736 0.007
C -0.736 -1.568 -0.099
C 1.635 -0.853 -0.136
C -2.662 -0.208 -0.183
C -0.407 0.636 0.306
C -1.983 -1.379 -0.249
C -1.756 0.824 0.301
H 1.918 -1.855 -0.281
H -3.697 -0.058 -0.351
H -2.257 1.878 0.378
H 0.360 1.460 0.585
H 2.255 -0.706 0.870
H 2.049 -0.274 -0.922
```

Properties
Charge: +1
E in eV: -7797.2269
HOMO in eV: -15.50
Multiplicity: 1
LUMO level in eV: -5.882



Which of these has the highest E? C6H6N